# 1
Here is a structure of composition CH4FO3P in a non-equilibrium geometry from the Open Molecules 2025 dataset. Energies are from ωB97M-V with the def2-TZVPD basis set.

Each line ends with the Löwdin charge.
Atoms and positions in Å:
O -1.363 0.530 2.059  -0.08
H -1.021 1.130 2.731  0.09
C 2.654 -0.394 0.248  -0.23
H 0.931 0.612 -1.622  -0.05
H 1.788 -1.135 -2.419  -0.06
H -0.864 -1.238 1.410  0.09
F -0.519 -1.008 -1.849  -0.43
O -0.379 -0.443 1.673  -0.13
P 0.932 -0.799 -1.244  0.73
O 3.282 -1.113 0.828  0.07

Summary:
- Relative energy (zero: lowest compared OMol25 entry of this formula, charge and spin): 1.7 kcal per mole
- Spin multiplicity: 1
- HOMO-LUMO gap: 0.3503 Ha
- E_HOMO: -9.29 eV

***

# 2
Here is a cluster of 9 separate species, C48H123N9O3 in total in a non-equilibrium geometry from the Open Molecules 2025 dataset. Energies are from ωB97M-V with the def2-TZVPD basis set.

Each line ends with the Löwdin charge.
Atoms and positions in Å:
C -0.076 3.353 5.096  -0.30
H -3.500 -3.947 1.495  0.11
H -5.281 -5.381 2.182  0.06
C -0.529 4.624 -4.816  -0.07
C 1.318 -3.044 -2.108  -0.11
H -6.326 -0.863 2.672  0.07
C -1.355 5.971 4.574  -0.09
H 1.657 -2.023 -2.349  0.06
C -2.215 -2.617 -2.767  -0.40
H 1.417 -4.207 2.598  0.06
C -2.101 -2.716 2.620  -0.08
H -0.615 6.206 5.300  0.05
C 1.484 2.418 -4.954  -0.26
H 3.425 1.893 -4.660  0.08
N -6.409 -1.562 -2.476  -0.18
H 0.805 2.036 3.710  0.07
H -2.387 2.102 5.625  0.12
H -2.572 -1.250 -4.278  0.06
C -5.657 -5.035 3.131  -0.09
H -1.997 -3.290 3.545  0.07
H 3.540 2.185 2.475  0.04
H 1.784 -3.271 -1.077  0.12
H 1.696 2.618 -6.060  0.14
C -0.270 0.398 -6.450  -0.09
C 5.725 -1.131 1.202  -0.08
H -0.433 -1.482 -3.095  0.09
H 4.819 3.379 2.392  0.09
H 8.930 0.947 -0.547  0.08
O 1.007 0.797 0.402  -0.20
C -4.807 -3.926 3.660  -0.27
H -5.665 -3.907 -0.119  0.07
H -4.266 0.120 -1.673  0.05
H 3.417 -4.676 4.952  0.16
C -3.324 2.135 3.704  -0.08
C -2.004 4.621 4.822  -0.29
C -1.868 1.205 0.271  -0.05
C 2.429 -2.736 4.827  -0.20
C -6.419 -3.185 -0.386  -0.07
H 2.595 -2.484 5.893  0.13
N 6.810 -0.989 -1.037  -0.18
H -4.720 -2.143 -1.220  0.09
H 8.667 0.760 -2.228  0.05
C -7.551 -3.203 -4.026  -0.08
H -7.468 -4.169 -3.548  0.06
H 2.376 0.329 -4.766  0.11
H 2.509 2.655 0.320  0.11
H -2.141 -4.753 -1.838  0.10
H 3.068 3.793 2.330  0.06
H -2.516 0.447 -0.203  0.06
H -8.516 -3.182 -4.574  0.07
H -3.525 -4.235 -2.891  0.05
H -3.027 4.645 4.422  0.11
H -5.132 0.009 -0.096  0.07
H 1.901 2.362 5.077  0.07
H 3.526 3.617 -2.238  0.12
N -4.587 -2.772 2.806  -0.19
C 8.259 -1.055 -1.127  -0.29
H 5.148 -1.800 1.825  0.06
C 2.459 1.448 -4.409  -0.11
H 4.242 2.156 0.141  0.07
H 2.225 4.110 -1.223  0.08
H 1.354 -4.869 6.379  0.07
C 3.572 2.926 0.452  -0.24
C -5.706 -2.543 -1.556  -0.24
H -3.773 -4.327 3.859  0.12
C 0.317 0.692 -0.849  -0.17
H -6.590 -1.500 4.286  0.05
H 0.464 -4.566 5.079  0.05
H 5.269 -2.344 -0.429  0.12
H 1.467 -2.281 4.547  0.13
H 4.675 0.294 -1.818  0.07
H -0.536 -3.085 -3.957  0.14
O 3.526 -2.210 4.051  -0.20
H -0.515 3.148 -6.403  0.11
C 3.198 4.359 -1.488  -0.26
H 0.237 0.115 -4.414  0.08
N 0.053 2.174 -4.634  -0.20
H 6.630 -0.891 1.779  0.08
N -1.448 1.911 -2.091  0.05
H -1.403 1.307 4.426  0.10
H -7.385 -3.560 -0.595  0.05
C -5.227 0.338 -1.167  -0.10
H -5.827 0.072 4.139  0.07
C 6.199 -1.858 -0.049  -0.26
H -0.900 5.879 3.553  0.10
H -2.150 6.730 4.543  0.08
O -0.076 -3.058 -1.995  -0.20
H 2.951 0.258 0.061  0.06
H -4.041 -1.529 4.520  0.14
H 4.107 6.213 -2.046  0.07
N -2.968 -2.130 -3.940  0.08
H 6.328 -2.015 -2.881  0.13
H -6.816 -2.994 -4.762  0.06
H -2.555 -2.086 -1.895  0.11
C 2.079 -0.084 0.622  -0.09
H 0.563 4.213 4.831  0.11
H 3.136 -4.238 2.385  0.09
H 0.679 0.465 -6.980  0.08
H -0.422 2.666 -0.393  0.13
C -0.832 1.708 -0.752  -0.39
H -5.223 -3.557 4.607  0.12
H -3.670 1.098 3.641  0.04
H -5.545 -3.313 -2.307  0.09
H 0.508 1.254 5.304  0.06
H -0.037 -0.305 -1.059  0.11
H -3.133 2.353 2.667  0.05
H 1.692 3.332 -4.497  0.07
H 5.221 -0.237 0.926  0.04
C -3.421 -2.961 1.947  -0.27
H -2.230 2.541 -2.054  0.06
H 1.798 -1.104 0.256  0.09
H -0.984 0.956 -7.078  0.08
C 3.111 5.759 -1.894  -0.09
H 4.534 -0.519 3.637  0.06
H -8.106 -1.162 -3.538  0.13
C -6.514 -0.231 -1.793  -0.25
C 3.744 -0.856 4.254  -0.13
H 6.882 -2.653 0.238  0.11
C -0.752 -2.507 -3.040  -0.27
H -3.459 -2.332 1.040  0.11
H -2.056 -4.521 -3.608  0.07
H 0.975 0.982 -1.649  0.10
H 4.076 -0.783 5.282  0.09
C 5.300 4.360 -0.351  -0.29
H -7.243 -0.269 -1.024  0.09
H -2.572 2.001 0.591  0.07
N 1.367 -4.909 5.356  0.03
H -0.168 4.563 -3.780  0.07
H -1.519 0.764 1.198  0.07
H 2.651 5.901 -2.840  0.06
H -2.118 -1.648 2.881  0.06
H -3.971 -0.872 2.816  0.08
C 4.871 -0.538 -2.505  -0.10
H -1.352 0.687 -4.770  0.10
H -0.184 3.523 6.163  0.11
C -2.084 2.167 4.560  -0.23
C 2.437 -4.217 4.589  -0.42
H -6.702 -4.709 2.970  0.09
C -0.779 3.141 -5.339  -0.24
H 8.531 -1.788 -1.934  0.12
H 6.366 2.481 -0.334  0.07
N 3.896 4.175 -0.188  -0.18
C 2.321 -4.592 3.078  -0.05
H 4.201 -1.350 -2.224  0.06
H -6.535 -2.490 0.431  0.06
H -1.479 5.109 -4.935  0.05
H -5.358 1.449 -1.257  0.08
H -4.123 2.772 4.119  0.08
C 3.800 3.098 1.976  -0.06
H 5.675 2.973 -1.959  0.05
H 5.500 5.326 -0.823  0.10
H 2.661 6.386 -1.100  0.10
N -1.307 3.429 4.355  -0.18
H -0.626 -0.630 -6.402  0.08
C 6.296 -0.971 -2.424  -0.26
H 2.413 1.325 -3.343  0.04
C 9.019 0.217 -1.377  -0.09
H 2.250 -0.231 1.646  0.06
H 10.065 -0.048 -1.472  0.07
H -1.276 -2.882 1.956  0.07
H 5.751 4.584 0.637  0.11
H -6.884 0.542 -2.491  0.11
C -7.673 -2.046 -2.970  -0.28
H 8.591 -1.605 -0.224  0.12
H -3.824 -1.876 -3.582  0.01
H 0.190 5.224 -5.391  0.07
H 4.570 -0.284 -3.526  0.06
C -4.533 -1.492 3.494  -0.29
H -1.831 2.917 -5.154  0.12
H -2.138 4.442 5.915  0.12
C 0.857 2.162 4.793  -0.09
H 7.114 3.825 -1.261  0.09
H -0.704 2.139 -2.795  0.05
H -5.586 -5.832 3.847  0.07
C -0.302 0.817 -5.036  -0.31
H 2.303 -5.653 3.161  0.06
C -2.473 -4.136 -2.704  -0.05
H 6.932 -0.415 -3.081  0.10
C -5.935 -0.934 3.681  -0.07
C 6.152 3.298 -1.061  -0.08
H -8.402 -2.390 -2.198  0.11
H 2.907 -0.208 4.090  0.07
H 1.666 -3.625 -2.977  0.09

Summary:
- Spin multiplicity: 1
- HOMO-LUMO gap: 0.3288 Ha
- E_HOMO: -8.25 eV

***

# 3
Here is a cluster of 2 separate species, C5H10O in total in a non-equilibrium geometry from the Open Molecules 2025 dataset. Energies are from ωB97M-V with the def2-TZVPD basis set.

Each line ends with the Löwdin charge.
Atoms and positions in Å:
H 1.822 -1.020 -0.009  0.03
H -1.761 -0.204 0.301  0.12
C -0.677 -0.080 0.156  -0.26
C -0.416 0.758 -1.063  -0.19
H -0.411 -1.119 -0.081  0.11
C -1.388 0.985 -1.937  0.00
H -0.012 1.532 1.547  0.10
H -1.155 1.477 -2.881  0.05
H 2.138 -1.934 -1.239  0.05
H 0.934 0.017 3.248  0.05
C 0.405 -0.315 2.371  -0.01
O 2.145 -1.005 -0.942  -0.07
H -2.419 0.671 -1.877  0.05
H 0.572 1.164 -1.203  0.10
C -0.127 0.460 1.418  -0.19
H 0.350 -1.387 2.190  0.06

Summary:
- Relative energy (zero: lowest compared OMol25 entry of this formula, charge and spin): 41.4 kcal per mole
- Spin multiplicity: 1
- HOMO-LUMO gap: 0.3821 Ha
- E_HOMO: -9.47 eV

***

# 4
Here is a cluster of 2 separate species, C4H13NO in total in a non-equilibrium geometry from the Open Molecules 2025 dataset. Energies are from ωB97M-V with the def2-TZVPD basis set.

Each line ends with the Löwdin charge.
Atoms and positions in Å:
H -0.079 -1.862 -1.621  0.08
H -1.680 -1.412 -0.958  0.07
H 0.277 0.704 -0.458  0.11
H -3.074 4.603 -1.653  0.00
H 1.360 0.030 1.993  0.12
C -0.006 -0.305 -0.149  -0.28
C 2.753 -1.616 1.877  -0.08
H -0.667 -0.208 0.711  0.11
H -0.979 -0.328 -2.065  0.06
N -3.452 3.741 -2.030  0.00
O 1.151 -1.015 0.235  -0.17
C 1.413 -0.997 1.622  -0.31
H 3.546 -1.150 1.292  0.08
H 2.995 -1.499 2.931  0.08
H 0.603 -1.532 2.139  0.12
C -0.706 -1.039 -1.294  -0.06
H -2.903 3.520 -2.852  0.00
H 2.736 -2.667 1.598  0.08
H -3.288 3.032 -1.318  0.00

Summary:
- Relative energy (zero: lowest compared OMol25 entry of this formula, charge and spin): 19.3 kcal per mole
- Spin multiplicity: 1
- HOMO-LUMO gap: 0.3841 Ha
- E_HOMO: -9.63 eV

***

# 5
Here is an isolated molecule of C6H10O from the Open Molecules 2025 dataset. Energies are from ωB97M-V with the def2-TZVPD basis set.

Each line ends with the Löwdin charge.
Atoms and positions in Å:
H 0.750 -2.452 -1.492  0.06
H 2.393 -0.952 -0.482  0.11
H -1.777 1.511 0.852  0.10
C 1.189 0.873 -0.644  -0.12
H -1.147 -1.398 0.530  0.10
O 0.226 -0.649 1.773  -0.07
C -1.026 -0.503 1.146  -0.27
H 0.036 2.542 -0.174  0.10
H -0.402 -1.023 -1.786  0.07
H 0.541 0.228 2.020  0.09
H -1.837 0.530 -0.583  0.11
C 0.062 1.451 -0.205  -0.11
H 2.029 1.526 -0.874  0.10
C 0.555 -1.388 -1.417  0.00
C -1.200 0.774 0.280  -0.17
H -1.826 -0.506 1.902  0.11
C 1.434 -0.567 -0.845  -0.18

Summary:
- Relative energy (zero: lowest compared OMol25 entry of this formula, charge and spin): 31.1 kcal per mole
- Spin multiplicity: 1
- HOMO-LUMO gap: 0.3649 Ha
- E_HOMO: -8.98 eV

***

# 6
Here is a cluster of 2 separate species, C3H11NOS2 in total in a non-equilibrium geometry from the Open Molecules 2025 dataset. Energies are from ωB97M-V with the def2-TZVPD basis set.

Each line ends with the Löwdin charge.
Atoms and positions in Å:
C -0.325 -0.632 -0.116  -0.57
H 0.854 -2.729 2.656  0.03
H 2.252 0.521 -0.817  0.09
H -0.337 2.348 0.721  0.06
O 1.641 -2.688 2.117  -0.05
H 0.631 -0.984 0.265  0.04
H 1.675 1.262 0.669  0.08
N -0.939 1.831 0.073  0.02
S -1.169 -1.646 -1.378  0.47
H 1.513 2.175 -0.939  0.09
H -2.877 0.126 -2.156  -0.22
H 1.478 -2.538 1.183  0.01
H -1.017 -0.674 0.713  0.03
C -0.082 0.837 -0.614  -0.52
H -1.439 1.303 0.785  0.04
S -3.074 -0.604 -1.083  0.38
H -0.217 0.909 -1.677  0.09
C 1.430 1.183 -0.402  -0.09

Summary:
- Relative energy (zero: lowest compared OMol25 entry of this formula, charge and spin): 22.6 kcal per mole
- Spin multiplicity: 1
- HOMO-LUMO gap: 0.3374 Ha
- E_HOMO: -9.23 eV

***

> What is the HOMO-LUMO gap in the fourth record?

0.3841 Ha

***

> What is the E_HOMO in the fourth record?

-9.63 eV